Computed, not measured: C6H18Li2N4O7 as an isolated structure, with the ωB97M-V functional and the def2-TZVPD basis.

## Properties
Orbital gap (eV): 3.30
LUMO energy (eV): 3.999
HOMO (hartree): 0.026
Total charge: -2

Positions of all 37 atoms, in Å:
1 H -3.0990 2.1404 -1.0324
2 H 0.0542 -2.3174 0.0846
3 C 2.3073 2.4766 -0.2294
4 C -3.3246 -1.5622 -1.2824
5 N -2.3153 -1.0098 -1.9054
6 H -2.0231 -1.8352 0.1512
7 H 1.7293 -3.4661 -1.2234
8 O 0.1842 -0.4685 -0.4777
9 H -1.3962 -0.9230 -1.4957
10 H -2.4601 -0.5993 -2.8167
11 H 0.3082 -0.4293 1.8635
12 H 3.9010 3.0069 -1.7877
13 O 0.9749 2.8562 -0.5736
14 H -0.1128 0.4758 4.9699
15 H 1.5712 -1.7232 0.5420
16 H 2.7437 3.2804 0.3636
17 Li -0.4042 1.3490 0.0332
18 H -2.3530 0.8265 -1.1269
19 O -4.5058 -1.5830 -1.6027
20 N 0.1007 -0.2473 2.8350
21 Li 1.4503 0.1489 -1.9717
22 H -1.1169 1.8082 4.5240
23 C 3.4891 2.1321 -1.2845
24 C -0.5749 0.8005 2.9828
25 O -2.2770 1.7172 -0.7847
26 O 3.1989 1.2131 -2.3415
27 C 1.4102 -2.4732 -1.5400
28 H 2.1789 1.6404 0.4580
29 O 2.3796 -1.8596 -2.3778
30 N -0.4666 1.0866 4.2475
31 C 0.8698 -1.7001 -0.2921
32 N -2.9217 -2.0571 -0.2531
33 O -0.9930 1.3929 1.9957
34 H -3.6263 -2.2498 0.4444
35 H 0.5329 -2.8075 -2.0938
36 H 4.2962 1.8044 -0.6294
37 H 0.2900 -0.8445 3.6272

Cartesian forces, eV/Å:
0.0 0.2 0.1
-0.2 -1.3 0.3
-1.0 0.6 -1.0
-3.0 3.0 -6.0
1.1 2.4 -4.0
0.2 0.0 -0.3
0.6 -0.6 1.0
0.5 0.4 -0.6
1.1 -0.1 0.3
0.1 -0.2 0.1
0.4 -1.0 -0.3
-0.2 1.1 0.2
0.7 -1.0 -0.3
-0.2 0.2 -0.6
0.8 0.6 0.0
0.5 0.6 0.5
1.1 0.8 -0.3
-0.1 -0.6 -0.3
-1.5 0.2 -1.2
3.0 -6.3 -2.4
1.7 0.1 -0.1
0.2 0.0 0.7
-2.3 -1.3 -1.8
0.1 1.3 -2.4
0.0 0.3 0.2
-0.6 0.8 1.9
1.6 1.3 -1.4
0.7 -0.9 0.3
-2.3 -0.3 1.7
-2.7 4.4 4.8
-1.5 -0.5 -0.2
2.4 -5.0 11.2
-1.3 1.5 0.9
0.1 -0.2 -0.2
-1.1 0.4 -0.6
0.5 -0.5 0.6
0.4 -0.1 -0.9